*w*
Formula: C4H16N8O4
Source: the Open Molecules 2025 dataset
Level of theory: wB97M-V/def2-TZVPD

Cartesian coordinates (Å):
C  -1.2829  -3.2445  0.7054
N  0.5627  1.4840  2.1687
H  -2.2849  -1.4662  1.0701
O  1.5762  3.4483  1.6203
C  1.4094  2.5465  2.4252
N  2.0851  2.3375  3.5809
H  0.6206  -3.2185  0.4078
N  2.4901  1.3767  -0.4749
O  -3.3732  -0.5525  -3.6975
H  1.9164  1.5345  4.1515
H  -1.5095  -1.6315  -2.2531
H  3.4098  1.0828  -0.2005
C  1.6447  0.4697  -1.0323
N  -2.3778  -2.4577  0.9410
H  -3.1951  -2.8977  1.3207
H  0.3136  0.9260  2.9654
C  -2.5529  -0.0046  -2.9604
H  -0.1132  1.5736  1.4294
H  2.2111  2.3387  -0.3860
H  3.0638  -1.0488  -0.8941
N  -0.1026  -2.5529  0.6381
N  2.1441  -0.7704  -1.1764
H  2.6870  3.0750  3.9025
H  -1.9754  1.7275  -2.1011
N  -2.4409  1.3580  -2.9081
H  -3.0436  1.8614  -3.5324
H  1.5439  -1.5054  -1.5095
N  -1.5902  -0.6341  -2.2051
O  -1.4038  -4.4613  0.6623
H  -0.0265  -1.5618  0.5155
O  0.4701  0.8104  -1.2371
H  -0.8761  0.0573  -1.9364

- Spin multiplicity: 1
- Gap between HOMO and LUMO: 0.3376 Ha
- Structure (SMILES): NC(N)=O.NC(N)=O.NC(N)=O.NC(N)=O

***

*x*
Formula: C4H16N8O4
Source: the Open Molecules 2025 dataset
Level of theory: wB97M-V/def2-TZVPD

Cartesian coordinates (Å):
H  2.3991  3.5529  -1.5017
N  -1.2400  -0.8968  2.0144
O  -3.5092  -0.8345  2.3478
C  0.0114  0.1149  -1.9539
H  -1.0426  -1.6387  -1.9488
H  0.2603  -3.2356  2.0457
N  -2.6471  -0.4287  0.2934
H  -3.5521  -0.4717  -0.1317
O  -1.0573  -4.9516  -0.2486
N  3.1891  5.4733  0.8408
N  2.5806  4.4786  -1.1570
H  -1.8825  -4.0539  2.6823
N  0.1307  -3.5919  1.1202
N  0.7386  0.9075  -2.7732
C  -0.9728  -4.3421  0.8050
C  -2.5349  -0.7080  1.6213
H  3.7168  5.3554  1.6852
O  3.0282  3.2155  0.6693
H  3.0627  6.3711  0.4161
H  2.8063  5.2997  -1.6795
H  -0.5869  -0.6982  1.2728
H  -2.8614  -4.6889  1.4277
H  1.4359  1.4661  -2.3218
H  0.5214  0.9493  -3.7500
H  -0.2724  -1.2183  -3.4694
H  -0.9895  -1.1955  2.9321
H  0.7457  -3.3034  0.3849
C  2.8932  4.3141  0.1688
N  -0.5198  -1.0014  -2.5225
O  -0.0574  0.3127  -0.7419
H  -1.8257  -0.2079  -0.2551
N  -1.9685  -4.3438  1.7274

- Spin multiplicity: 1
- Gap between HOMO and LUMO: 0.3537 Ha
- Structure (SMILES): NC(N)=O.NC(N)=O.NC(N)=O.NC(N)=O

***

Result of the stability comparison: *w* is the most stable of them.

***

*w*
Formula: C30H41F15GeN8O4RbTe
Source: the Open Molecules 2025 dataset
Level of theory: wB97M-V/def2-TZVPD

Cartesian coordinates (Å):
O  2.9498  -0.3288  -1.6481
F  -1.4981  4.1344  2.1349
C  -4.5246  3.1205  -0.6941
C  0.9103  -3.1023  -0.5577
F  1.4520  4.4775  2.7668
H  5.9236  0.4825  -3.0044
F  -5.4430  3.6161  -1.5385
H  -1.1668  -2.1396  -3.0365
H  0.1963  -0.3809  -3.4536
F  0.0993  5.2619  0.8774
C  5.2425  -0.1447  -2.4288
H  1.6123  -0.2256  3.0394
H  0.7530  3.9427  -1.1908
H  -0.7272  -4.4378  -0.0678
H  -0.2580  -3.3179  -2.3801
C  3.8915  0.5597  -2.2218
C  3.9942  0.9618  3.0711
H  5.0898  -1.0884  -2.9586
H  -4.4213  -1.6785  4.2750
H  -0.5966  -1.8419  -1.4434
C  3.6689  -0.4224  2.5059
C  -3.9551  1.9360  1.2697
F  -4.0925  0.1347  -2.2880
N  -3.6569  -1.0239  4.3569
H  3.9859  1.6766  -4.0801
H  5.7256  -1.0426  2.2529
F  -6.9941  -1.3110  1.1320
Rb  -0.1644  0.0521  0.6628
H  2.5441  -3.8217  -1.7739
F  -0.1270  2.9197  3.5571
H  -3.8364  -0.1698  3.8419
H  4.9437  2.3869  -1.7213
H  -2.3572  -0.8466  -3.1476
H  -0.1597  -3.5820  3.7749
H  3.1858  1.6484  2.8124
H  5.6937  -0.3556  -1.4541
H  2.0697  -1.8535  2.5786
N  -1.9500  -1.6563  -1.2099
C  3.3343  0.9480  -3.5955
H  4.5724  -2.3863  2.4040
C  -4.2458  -0.6566  -1.1906
C  -3.5094  -2.1610  0.4818
F  -4.3166  1.2083  2.3437
C  -5.7639  -1.3225  0.5591
H  2.5486  -1.2256  4.1829
N  -0.7275  -1.7703  2.8002
H  3.2169  2.4324  -1.3253
C  -2.6299  2.1568  1.0033
C  -1.3669  1.6177  -3.6348
Te  0.2842  3.4198  1.6261
N  -1.9922  -2.6893  4.3676
F  1.9009  3.7865  0.4459
C  -0.8709  -2.7836  3.6597
F  -1.7086  1.6237  1.8289
C  -0.1280  3.3487  -1.4179
C  4.8314  -1.3888  2.7768
O  0.9838  1.7879  1.6182
C  0.1883  -2.5234  -1.7785
F  -6.2377  2.2535  0.7029
H  0.8921  1.5029  -1.2023
H  3.2553  0.0596  -4.2264
C  4.1024  1.7996  -1.3489
C  -4.7348  -2.0870  1.0905
O  1.5983  -2.0784  0.1244
Ge  3.2859  -1.4285  -0.2155
H  -2.2711  1.0592  -3.8696
H  2.4686  -4.5509  -0.1572
C  -3.1841  3.3448  -0.9520
H  1.3215  -5.0632  -1.4165
C  -1.5467  -1.2390  -2.5297
O  3.4785  -0.2398  1.1135
H  -0.7260  3.9002  -2.1409
H  4.2979  1.4918  -0.3219
N  -1.7853  -1.0220  2.9479
C  -5.4898  -0.6159  -0.5981
H  0.3869  -4.1088  1.2828
C  2.3905  -0.9696  3.1340
F  -6.4639  0.1141  -1.1675
C  -2.1549  2.8925  -0.1038
H  0.9999  2.1995  -2.8462
C  -0.3805  -0.2414  -2.5172
C  1.8692  -4.2141  -1.0068
N  -0.8289  3.1077  -0.1819
H  5.0430  -1.4492  3.8443
H  -0.6541  1.5026  -4.4739
N  -0.7910  1.1501  -2.3880
F  -4.9709  -2.8000  2.2199
H  -0.7698  -2.8648  0.7646
H  0.9043  -1.9630  -2.3847
F  -2.6008  -3.0086  1.0135
H  0.2782  -0.5031  -1.6872
C  0.3254  2.0066  -1.9893
C  -4.9352  2.4315  0.4274
C  -3.1497  -1.4547  -0.7183
H  4.9286  1.3369  2.6475
C  -0.1218  -3.6723  0.4196
H  4.0812  0.9109  4.1574
N  -2.5047  -1.5851  3.8732
H  -1.6394  2.6674  -3.5569
F  -2.9114  4.0868  -2.0499
H  2.3406  1.3793  -3.4789

- Spin multiplicity: 2
- Gap between HOMO and LUMO (spin up / spin down): 0.2084 / 0.1614 Ha
- Total charge: -2

***

*x*
Formula: C30H41F15GeN8O4RbTe
Source: the Open Molecules 2025 dataset
Level of theory: wB97M-V/def2-TZVPD

Cartesian coordinates (Å):
H  4.2191  2.1603  2.9738
C  -0.8186  -2.3208  3.5431
C  -0.9655  -0.3942  -4.0330
H  0.5056  2.6856  1.8278
C  2.7746  -3.5259  -1.2712
F  -7.6577  1.8109  -0.9273
C  1.0360  2.3864  -4.0486
C  2.8258  -4.9265  0.7903
F  3.9500  2.6504  -3.5924
H  2.2379  -2.7576  -1.8270
F  -7.6935  -0.7113  -1.9319
H  0.1237  3.7451  -0.1144
C  3.4710  0.1211  2.9640
C  -4.5729  -0.7476  -0.1338
F  -5.6897  2.6371  0.5914
H  -2.3152  -1.8313  2.0783
F  5.1571  3.1674  -1.5848
H  3.8851  -4.7041  0.9295
H  -1.0011  -4.2947  -3.4091
C  -6.6532  0.9755  -0.6601
N  -0.3271  2.8620  -2.2055
F  -5.6422  -2.3893  -1.4152
H  -1.5533  -0.8363  4.9698
Ge  2.0165  -2.3744  2.6966
H  -1.0099  -0.1939  3.3931
F  -3.5819  -1.5867  0.0584
H  -2.1809  -3.5623  2.4168
N  -1.2731  -3.7630  -4.2270
H  -2.2848  2.7578  -1.4790
H  -2.7993  3.9964  1.9912
H  -2.9900  -2.4949  3.5941
Te  4.3545  1.5076  -2.1285
H  3.8084  -3.2007  -1.1478
C  -1.4341  3.4610  -1.5020
C  0.6416  -4.0475  -0.0658
H  2.5672  1.9759  3.6197
Rb  1.5623  0.1058  -0.7643
F  5.4112  0.9743  -0.6197
O  2.3250  -2.5530  0.8392
C  3.2681  1.6368  2.8529
H  -1.4011  -3.3613  5.3734
H  0.5012  -4.9114  -0.7246
N  -1.6093  -1.4398  -4.5557
F  3.0229  2.2078  -0.8909
C  -0.8068  -0.9251  4.1745
H  -1.7881  4.3935  -1.9511
C  -0.2653  4.1046  -5.7204
H  -1.1914  0.6319  -4.2720
C  -0.0428  3.1260  -3.4555
H  -0.8139  2.1671  2.8653
C  4.4532  -0.3350  1.8829
H  4.2266  -1.2834  4.4174
H  3.3440  0.0745  5.1340
F  6.0108  1.3064  -3.0617
C  -0.5891  -3.3743  4.6403
C  -2.7622  3.0969  1.3458
N  -3.5572  0.7435  1.3733
H  0.1347  -3.1779  -0.4858
H  -1.2802  4.7874  0.2238
C  -5.6234  1.3835  0.1469
H  -4.4589  2.3552  2.3878
O  3.6754  -0.0749  -2.4196
H  0.1861  -0.7176  4.5757
H  -3.3444  3.3194  0.4506
C  -3.4730  1.9706  2.1088
H  4.6772  -1.3968  2.0084
C  2.1339  -3.7343  0.1057
H  0.3554  -3.1669  5.1462
H  -0.5499  3.9045  2.5960
F  1.0561  3.3586  -7.5597
N  -0.9859  -2.4382  -3.9715
H  2.3777  -5.0997  1.7703
F  2.3451  1.6343  -5.8588
N  -1.3915  2.8302  0.9650
H  -2.2640  -3.8416  -4.3992
C  -6.6813  -0.3054  -1.1914
N  -0.0092  -0.7784  -3.1810
H  -2.9334  1.7556  3.0330
O  2.2140  -0.4918  2.8026
C  -5.6184  -1.1561  -0.9150
H  2.7561  -4.4561  -1.8463
H  4.9964  0.3179  4.5109
C  -0.6423  4.0312  -4.3956
H  2.7245  -5.8329  0.1865
H  5.3783  0.2412  1.9033
N  -0.0339  -2.0821  -3.1585
F  1.7266  1.5750  -3.2185
C  -4.5193  0.5367  0.5136
F  -1.6381  4.8853  -4.0087
F  -0.8944  4.9768  -6.5365
C  -2.1724  -2.5676  2.8689
C  -0.5192  2.9046  2.1227
H  -0.5237  -4.3667  4.1901
H  0.1960  -4.2536  0.9079
O  0.1545  -2.4223  2.5485
C  4.0513  -0.2082  4.3506
C  0.7304  3.3004  -6.2402
C  -0.9643  3.7655  -0.0680
H  2.8572  1.8801  1.8713
C  1.3868  2.4325  -5.3713
H  3.9789  -0.2006  0.9137

- Spin multiplicity: 2
- Gap between HOMO and LUMO (spin up / spin down): 0.1794 / 0.1228 Ha
- Total charge: -2

***

Result of the stability comparison: *x* is the most stable of them.

***

*w*
Formula: CH6NPS
Source: the Open Molecules 2025 dataset
Level of theory: wB97M-V/def2-TZVPD

Cartesian coordinates (Å):
P  0.9232  -0.1327  0.4888
C  -2.4301  0.1861  -0.0311
S  2.1819  1.3901  0.8534
H  2.7265  1.1203  -0.3146
H  1.3711  -0.8846  1.5908
N  1.4079  -1.2182  -0.5810
H  -2.4216  1.1648  -0.5578
H  -2.1087  -0.6235  -0.6910
H  1.4960  -1.0911  -1.5201
H  -3.1463  0.0887  0.7626

- Spin multiplicity: 1
- Gap between HOMO and LUMO (spin up / spin down): 0.2797 / 0.3097 Ha

***

*x*
Formula: CH6NPS
Source: the Open Molecules 2025 dataset
Level of theory: wB97M-V/def2-TZVPD

Cartesian coordinates (Å):
H  1.4600  2.0755  0.1768
N  -1.9850  -1.1824  0.0989
H  -2.1360  0.5184  -1.1494
H  -2.0900  -1.2748  1.0915
H  0.8656  -0.5307  1.3530
P  1.9437  -0.3701  0.3008
S  -1.2220  0.2513  -0.2096
H  2.6663  1.3372  -1.1247
C  1.9214  1.1949  -0.3210
H  -1.4240  -2.0192  -0.2162

- Spin multiplicity: 1
- Gap between HOMO and LUMO: 0.3156 Ha
- Structure (SMILES): C=P.NS

***

Result of the stability comparison: *x* is the most stable of them.